No. 1
Below is a cluster of 8 separate species, H16O8 in total in a non-equilibrium geometry, with properties calculated with ωB97M-V/def2-TZVPD.

Output
- orbital gap (eV) = 11.233
- LUMO level (eV) = -0.163
- spin multiplicity = 1
- relative energy (zero: lowest compared OMol25 entry of this formula, charge and spin) (kcal per mole) = 84.0
- net charge = 0
- HOMO energy (eV) = -11.396

Atoms and positions in Å:
1 H -3.9220 1.7752 1.4384
2 O 3.2316 1.9956 0.8847
3 H -0.5014 -0.7712 2.2499
4 O -3.2004 2.2769 1.8158
5 H 0.6210 -0.3649 -1.5959
6 O -1.2360 -4.0784 1.2695
7 H 3.0046 1.7811 0.0255
8 H 2.7438 1.7457 3.1461
9 H 0.6357 -1.3602 1.4778
10 O -0.9964 -2.2613 -2.9749
11 H -1.0872 -1.3400 -3.0434
12 H -2.4437 1.6843 1.7921
13 H 0.8769 -0.5886 -0.1805
14 O -0.2478 -1.0439 1.3606
15 O -0.4691 2.0533 -5.0442
16 H -1.1614 2.6716 -4.7778
17 O 1.2299 -0.0685 -0.9390
18 H -1.7422 -2.7830 -3.3686
19 H -0.7075 1.2596 -4.5986
20 H -0.5439 -4.7439 1.2675
21 H 2.1966 2.8515 4.0285
22 O 2.9403 2.2354 3.8771
23 H 2.5503 1.4558 1.3006
24 H -1.7719 -4.3817 0.5888

Mulliken charges in e: number 1, H, carries 0.32; number 2, O, carries -0.58; number 3, H, carries 0.28; number 4, O, carries -0.63; number 5, H, carries 0.25; number 6, O, carries -0.58; number 7, H, carries 0.31; number 8, H, carries 0.26; number 9, H, carries 0.33; number 10, O, carries -0.61; number 11, H, carries 0.30; number 12, H, carries 0.31; number 13, H, carries 0.33; number 14, O, carries -0.61; number 15, O, carries -0.62; number 16, H, carries 0.32; number 17, O, carries -0.58; number 18, H, carries 0.31; number 19, H, carries 0.30; number 20, H, carries 0.31; number 21, H, carries 0.33; number 22, O, carries -0.59; number 23, H, carries 0.27; number 24, H, carries 0.29

---

No. 2
Below is a structure of composition C15H26CrN3O2Te, with properties calculated with ωB97M-V/def2-TZVPD.

Output
- orbital gap (alpha / beta) (eV) = 6.318 / 7.796
- LUMO level (alpha / beta) (eV) = -8.392 / -6.920
- ⟨S²⟩ = 3.86
- spin multiplicity = 4
- relative energy (zero: lowest compared OMol25 entry of this formula, charge and spin) (kcal per mole) = 6.7
- net charge = +2
- HOMO energy (alpha / beta) (eV) = -14.710 / -14.716

Atoms and positions in Å:
1 H 4.0676 -3.3128 -0.7149
2 C 6.0266 -0.6403 -0.0097
3 C 2.6183 1.0161 0.1240
4 C 4.3379 -2.2934 -0.4674
5 C 5.6733 -1.9480 -0.3042
6 H -2.8013 0.6031 2.6945
7 H -2.5425 1.7792 -4.0721
8 C 5.0486 0.3374 0.1228
9 H -3.7752 2.7284 -2.0238
10 H 6.4395 -2.7021 -0.4240
11 H -3.6727 -1.8375 2.6714
12 C 1.8932 -1.6503 -0.4678
13 H -2.5421 -3.0217 2.0620
14 H -1.4277 0.7047 3.7724
15 H 1.6907 -2.4532 -1.1716
16 Cr -1.3763 0.6603 -0.3497
17 O -1.7865 4.6236 -0.8462
18 O -1.5357 2.4732 -0.3465
19 H 2.1888 1.0537 1.1246
20 H 7.0687 -0.3727 0.1011
21 C -2.0841 1.9138 -3.0939
22 C -1.7596 0.3035 2.8167
23 H 1.4045 -1.8545 0.4868
24 H -0.6453 -1.4674 2.3353
25 C -1.6126 -1.2166 2.7903
26 H -1.5495 -1.5950 3.8091
27 H 5.3294 1.3622 0.3332
28 C -1.9959 3.4918 -1.1327
29 H -3.5254 -0.4774 0.6936
30 H -3.1341 0.3210 -2.3225
31 H -1.9956 -1.8571 -1.0610
32 C -2.7754 3.0395 -2.3445
33 C 3.7138 -0.0069 -0.0243
34 Te 1.1456 0.2168 -1.2173
35 H -1.1153 1.9688 1.7651
36 C 3.3583 -1.3237 -0.3191
37 H 2.8925 2.0172 -0.1955
38 H 0.0186 0.8337 1.9407
39 H -1.6974 -0.0923 -2.9293
40 N -0.9685 0.9587 1.7257
41 H -1.0299 2.1421 -3.2515
42 C -2.7574 -1.9504 2.0869
43 N -1.8169 -1.4010 -0.1700
44 N -2.1540 0.6072 -2.3457
45 C -3.0619 -1.4734 0.6768
46 H -2.9013 3.8951 -3.0031
47 H -3.7842 -2.1388 0.2082
48 H -1.0916 -1.9648 0.2672

Mulliken charges in e: number 1, H, carries 0.44; number 2, C, carries -0.60; number 3, C, carries -0.89; number 4, C, carries -0.84; number 5, C, carries -0.60; number 6, H, carries 0.54; number 7, H, carries 0.43; number 8, C, carries -0.85; number 9, H, carries 0.31; number 10, H, carries 0.42; number 11, H, carries 0.41; number 12, C, carries -0.72; number 13, H, carries 0.36; number 14, H, carries 0.35; number 15, H, carries 0.60; number 16, Cr, carries 0.59; number 17, O, carries -0.47; number 18, O, carries -0.59; number 19, H, carries 0.33; number 20, H, carries 0.42; number 21, C, carries -0.62; number 22, C, carries -0.75; number 23, H, carries 0.30; number 24, H, carries 0.26; number 25, C, carries -0.50; number 26, H, carries 0.42; number 27, H, carries 0.47; number 28, C, carries 0.46; number 29, H, carries 0.19; number 30, H, carries 0.30; number 31, H, carries 0.33; number 32, C, carries -0.58; number 33, C, carries 0.68; number 34, Te, carries 0.37; number 35, H, carries 0.37; number 36, C, carries 0.56; number 37, H, carries 0.57; number 38, H, carries 0.10; number 39, H, carries 0.33; number 40, N, carries -0.37; number 41, H, carries 0.34; number 42, C, carries -0.99; number 43, N, carries -0.28; number 44, N, carries -0.34; number 45, C, carries -0.31; number 46, H, carries 0.34; number 47, H, carries 0.50; number 48, H, carries 0.21

---

Number 1 is which compound? H16O8

---

Number 1 is which compound? H16O8

---

The highest relative energy (zero: lowest compared OMol25 entry of this formula, charge and spin) belongs to which entry? H16O8

---

Which value of relative energy (zero: lowest compared OMol25 entry of this formula, charge and spin) does entry 2 give? 6.7 kcal per mole